(1)
{
  "formula": "C19H18AuNOS",
  "method": "the ωB97M-V functional and the def2-TZVPD basis",
  "symbols": ["C", "C", "C", "H", "C", "C", "H", "H", "H", "H", "C", "C", "C", "H", "C", "C", "H", "H", "H", "H", "Au", "O", "C", "C", "H", "H", "H", "H", "C", "C", "C", "H", "C", "H", "C", "H", "C", "H", "S", "C", "N"],
  "positions_angstrom": [[-1.05249, -1.80310, 3.25204], [0.60458, -1.97183, 3.26603], [1.06717, -0.70242, 2.69322], [1.26556, -2.80657, 3.41749], [0.01164, 0.27094, 2.53120], [-1.26974, -0.44487, 2.72605], [-2.25757, 0.05052, 2.73802], [-1.87262, -2.44136, 3.43761], [2.16397, -0.46983, 2.63135], [0.12450, 1.35162, 2.46139], [0.68267, -2.62367, -0.97425], [0.49484, -3.68225, -0.06734], [-1.02490, -3.84112, 0.05927], [1.30120, -4.07094, 0.57657], [-1.65294, -2.77000, -0.61042], [-0.59851, -2.07719, -1.43833], [-0.81499, -1.49393, -2.32337], [1.65382, -2.39020, -1.50220], [-1.67813, -4.42753, 0.71257], [-2.71377, -2.57115, -0.62959], [-0.48028, -0.83293, 0.53575], [1.02900, 0.13440, -0.60116], [1.41983, 1.36947, -0.04960], [0.38368, 2.41872, -0.27471], [1.76249, 1.41383, 1.02552], [2.25415, 1.46899, -0.75969], [-0.33022, 2.59545, 0.53615], [-0.14416, 4.95234, -0.46638], [-0.05204, 4.48629, -1.45010], [0.24131, 3.08448, -1.49591], [0.39868, 2.46340, -2.78532], [0.58612, 1.38154, -2.82400], [0.27335, 3.22352, -3.94334], [0.38330, 2.74332, -4.91471], [0.01392, 4.60851, -3.87029], [-0.07039, 5.19784, -4.78749], [-0.13893, 5.23004, -2.61848], [-0.33288, 6.29995, -2.55365], [-0.25836, -3.03854, 2.07065], [-0.54675, -4.64193, 2.88857], [-0.82609, -5.64380, 3.38089]],
  "mulliken_spin": [0.10, -0.01, 0.05, 0.00, -0.01, -0.05, 0.00, 0.01, 0.00, 0.00, 0.06, 0.01, 0.31, -0.01, -0.12, 0.14, 0.00, 0.00, 0.00, 0.00, 0.18, 0.39, 0.01, 0.66, 0.03, 0.01, 0.02, 0.00, 0.17, -0.12, 0.14, 0.01, -0.07, 0.00, 0.14, 0.01, -0.07, 0.00, 0.04, 0.00, -0.01],
  "s_squared": 2.051,
  "relative_energy_kj_mol": 415.4,
  "spin_multiplicity": 3,
  "molar_mass_g_mol": 505.39,
  "gap_ev": [7.1, 6.1]
}

(2)
{
  "formula": "BrH16O8",
  "method": "the ωB97M-V functional and the def2-TZVPD basis",
  "symbols": ["Br", "O", "H", "H", "O", "H", "H", "O", "H", "H", "O", "H", "H", "O", "H", "H", "O", "H", "H", "O", "H", "H", "O", "H", "H"],
  "positions_angstrom": [[0.24483, -0.35659, 0.02314], [1.33284, -3.26211, -1.35224], [1.70605, -2.41611, -1.19001], [0.64550, -3.24785, -0.72595], [-2.68603, 1.54114, 0.65617], [-3.16684, 1.05399, 1.37691], [-1.99846, 0.90502, 0.65732], [-1.15060, 2.58246, -1.84693], [-1.17476, 1.89296, -2.51256], [-0.92703, 2.06256, -1.06079], [0.74865, 1.41771, 2.99552], [0.72778, 1.09704, 2.08714], [1.46594, 0.92483, 3.23738], [-1.16414, -2.13525, 2.30569], [-0.67474, -1.85836, 1.51272], [-1.41684, -1.32713, 2.72892], [2.97682, -0.28432, -2.06266], [2.39280, -0.19985, -2.84515], [2.38319, -0.04983, -1.31990], [2.46414, 2.26355, -0.13576], [2.59660, 2.80565, 0.68899], [1.64946, 1.79241, 0.14343], [-2.28448, -1.90266, -1.45010], [-1.62793, -1.47184, -0.95444], [-3.06274, -1.82742, -0.95686]],
  "nbo_charge": [-0.91, -0.94, 0.48, 0.46, -0.93, 0.45, 0.47, -0.94, 0.46, 0.48, -0.94, 0.48, 0.45, -0.97, 0.49, 0.46, -0.96, 0.46, 0.49, -0.95, 0.46, 0.48, -0.95, 0.48, 0.46],
  "relative_energy_kj_mol": 79.6,
  "molar_mass_g_mol": 224.02,
  "gap_ev": 9.7,
  "charge": -1
}

(3)
{
  "formula": "C5H8N2",
  "method": "the ωB97M-V functional and the def2-TZVPD basis",
  "symbols": ["C", "C", "C", "C", "N", "C", "N", "H", "H", "H", "H", "H", "H", "H", "H"],
  "positions_angstrom": [[2.30171, -1.08811, 0.02528], [1.09001, -0.53332, -0.51656], [-0.17509, -0.50519, -0.37238], [-1.23407, 0.19926, -0.10651], [-2.52834, -0.26260, -0.24313], [-0.97062, 1.53638, 0.32230], [0.25185, 1.83532, 0.51192], [2.33730, -0.99960, 1.09669], [2.35850, -2.13615, -0.28087], [3.10488, -0.51783, -0.41472], [0.56575, -1.32114, -1.52142], [-3.07070, 0.06223, 0.53194], [-2.55340, -1.26822, -0.27729], [-1.82142, 2.20613, 0.48332], [0.36772, 2.78594, 0.79872]],
  "nbo_charge": [-0.67, -0.06, 0.02, -0.11, -0.79, 0.11, -0.66, 0.22, 0.24, 0.23, 0.24, 0.36, 0.37, 0.17, 0.34],
  "relative_energy_kj_mol": 519.8,
  "molar_mass_g_mol": 96.13,
  "gap_ev": 7.7
}

(4)
{
  "formula": "C37H53N4O3Si2Y",
  "method": "the ωB97M-V functional and the def2-TZVPD basis",
  "symbols": ["Y", "C", "C", "N", "C", "C", "N", "C", "C", "N", "H", "H", "H", "H", "H", "H", "H", "H", "H", "H", "H", "H", "H", "H", "H", "C", "O", "C", "C", "C", "C", "C", "C", "O", "C", "O", "C", "H", "H", "H", "H", "H", "H", "H", "H", "H", "C", "C", "C", "C", "C", "C", "C", "C", "C", "C", "C", "C", "C", "C", "C", "N", "H", "H", "H", "H", "H", "H", "H", "H", "H", "H", "C", "Si", "C", "C", "C", "Si", "C", "C", "C", "H", "H", "H", "H", "H", "H", "H", "H", "H", "H", "H", "H", "H", "H", "H", "H", "H", "H", "H"],
  "positions_angstrom": [[0.00078, 0.15822, 0.25201], [-0.57244, -2.94559, 2.09160], [0.43728, -3.20476, 0.95419], [0.00932, -2.60455, -0.31906], [-1.17745, -3.23767, -0.90697], [-2.19466, -2.23733, -1.47601], [-2.32363, -1.01791, -0.68233], [-3.27830, -1.08034, 0.43021], [-2.80354, -1.97791, 1.56307], [-1.39047, -1.75502, 1.86031], [-1.22515, -3.81089, 2.22407], [-0.00505, -2.83381, 3.01383], [1.38712, -2.74567, 1.21055], [0.59942, -4.28437, 0.85892], [0.80402, -2.63430, -0.94465], [-0.90559, -3.93213, -1.70652], [-1.65110, -3.84483, -0.13534], [-1.87992, -1.93629, -2.46966], [-3.15913, -2.74838, -1.58825], [-2.63685, -0.27688, -1.29353], [-3.39012, -0.06379, 0.80103], [-4.26217, -1.42787, 0.08972], [-3.44047, -1.80448, 2.43437], [-2.94634, -3.02203, 1.28513], [-1.27276, -1.09985, 2.62231], [4.80386, -0.31343, 6.78349], [3.54757, -0.40419, 6.12708], [3.54814, -0.48085, 4.77878], [4.73358, -0.56664, 4.01973], [4.61663, -0.66626, 2.65673], [3.37954, -0.67052, 1.99200], [3.33758, -0.86959, 0.55367], [4.62304, -1.06652, -0.21835], [2.29126, -0.91637, -0.09448], [2.18194, -0.53861, 2.77154], [0.99978, -0.48794, 2.24986], [2.31215, -0.47528, 4.16982], [4.58492, -0.20673, 7.84045], [5.36869, 0.55604, 6.44261], [5.40032, -1.21502, 6.63075], [5.70882, -0.55870, 4.48265], [5.52783, -0.74787, 2.07632], [5.14824, -1.96209, 0.12293], [5.29110, -0.21231, -0.08786], [4.37568, -1.16836, -1.27221], [1.41485, -0.38427, 4.77255], [2.34587, 3.99608, 0.91566], [2.26912, 4.71122, -0.27419], [1.77472, 4.08603, -1.40807], [1.34495, 2.75470, -1.35255], [1.35408, 2.02728, -0.16150], [1.88480, 2.68526, 0.95310], [0.91434, 2.03883, -2.58389], [0.88236, 2.70449, -3.84545], [0.59042, 2.02396, -4.97692], [0.37069, 0.62827, -4.91737], [0.13901, -0.16553, -6.06390], [-0.01887, -1.51751, -5.95495], [0.06506, -2.12770, -4.68408], [0.27280, -1.37147, -3.56458], [0.40857, 0.03249, -3.64231], [0.61521, 0.75046, -2.49056], [2.74859, 4.46363, 1.80841], [2.59566, 5.74327, -0.32154], [1.73511, 4.65970, -2.32590], [1.92874, 2.16330, 1.91074], [1.08593, 3.76209, -3.90006], [0.55495, 2.53069, -5.93486], [0.10217, 0.31893, -7.03381], [-0.19062, -2.12319, -6.83555], [-0.02874, -3.20474, -4.60104], [0.36723, -1.82075, -2.58962], [-3.74201, 1.60260, 3.14164], [-2.06440, 2.27512, 2.61093], [-0.87158, 1.47040, 3.82627], [-2.00899, 4.10016, 3.04961], [-1.64918, 1.99700, 0.84024], [-2.87507, 2.62269, -0.38037], [-4.70342, 2.40957, 0.00993], [-2.66308, 1.89868, -2.13025], [-2.63257, 4.46329, -0.64524], [-3.75729, 1.51052, 4.23366], [-3.93980, 0.60599, 2.72365], [-4.56805, 2.25334, 2.84629], [-0.97760, 1.96336, 4.79917], [0.17504, 1.55565, 3.51334], [-1.07824, 0.40205, 3.97663], [-2.12229, 4.26019, 4.12791], [-2.79376, 4.66867, 2.53903], [-1.04284, 4.52113, 2.74202], [-0.87499, 2.76760, 0.68584], [-4.96683, 1.43387, 0.42869], [-5.28749, 2.55122, -0.90684], [-5.02245, 3.17245, 0.72705], [-3.43182, 1.15109, -2.37293], [-1.67407, 1.45549, -2.28446], [-2.77009, 2.69695, -2.87350], [-2.71244, 5.00002, 0.30518], [-3.37961, 4.87438, -1.33500], [-1.63576, 4.67080, -1.05618]],
  "mulliken_charge": [-1.01, -1.22, -0.29, 0.19, -1.27, -0.86, 0.34, 0.51, -1.17, -0.07, 0.50, 0.42, -0.23, 0.65, 0.33, 0.50, 0.58, 0.40, 0.39, -0.52, -1.14, 0.57, 0.59, 0.41, -0.25, -0.96, -0.45, 0.97, -1.15, -1.71, 1.33, 0.72, -2.36, -0.38, -0.39, 2.35, -0.71, 0.27, 0.37, 0.36, 0.40, 0.40, 0.41, 0.45, 0.38, 0.46, -1.14, -1.07, -0.56, 0.81, 0.86, -0.20, 1.64, -1.31, -1.34, 1.00, -0.78, -0.74, -0.41, -0.55, -0.67, 0.70, 0.47, 0.38, 0.36, 0.22, 0.35, 0.43, 0.43, 0.38, 0.46, 0.83, -1.05, 0.25, -1.03, -1.24, 0.92, 0.69, -1.20, -1.06, -1.27, 0.44, 0.17, 0.32, 0.59, 0.05, 0.24, 0.34, 0.29, 0.30, -0.01, 0.31, 0.38, 0.30, 0.44, -0.06, 0.38, 0.27, 0.32, 0.28],
  "relative_energy_kj_mol": 85.1,
  "molar_mass_g_mol": 746.93,
  "gap_ev": 7.4
}

(5)
{
  "formula": "C3H10NO2S2",
  "method": "the ωB97M-V functional and the def2-TZVPD basis",
  "symbols": ["N", "C", "C", "O", "C", "S", "S", "H", "H", "H", "H", "H", "H", "H", "H", "H", "H", "O"],
  "positions_angstrom": [[-1.95658, 0.69564, -1.18594], [-0.73530, 0.14169, -0.41419], [-0.29570, 1.25963, 0.64059], [-1.23333, 1.72741, 1.15148], [0.43577, -0.50963, -1.17987], [1.37656, -1.39812, 0.08157], [3.15244, -0.48070, 0.39856], [-2.62165, 0.94287, -0.48269], [-1.66936, 1.54917, -1.84604], [-2.31788, 0.04301, -1.98560], [-1.28900, -0.71387, 0.24011], [0.69133, 1.31966, 0.94797], [0.16943, -1.09490, -2.03050], [0.94867, 0.27604, -1.64078], [4.01251, -1.50377, -0.02948], [-4.72721, -0.17093, 0.80435], [-4.97048, 1.19264, 0.43930], [-4.19454, 0.52279, 0.33900]],
  "nbo_charge": [-0.72, -0.15, 0.43, -0.47, -0.59, 0.13, -0.10, 0.49, 0.44, 0.46, 0.25, 0.16, 0.24, 0.24, 0.17, 0.50, 0.50, -0.98],
  "relative_energy_kj_mol": 185.4,
  "molar_mass_g_mol": 156.25,
  "gap_ev": 8.7,
  "charge": 1
}

(6)
{
  "formula": "C6H8N4S",
  "method": "the ωB97M-V functional and the def2-TZVPD basis",
  "symbols": ["C", "C", "C", "C", "C", "C", "N", "N", "N", "N", "S", "H", "H", "H", "H", "H", "H", "H", "H"],
  "positions_angstrom": [[2.86552, 0.50624, 1.28905], [2.09561, -0.57407, 0.82491], [2.85268, 1.68967, 0.52799], [1.18002, 0.79229, -0.71308], [-2.88832, -0.72608, -0.34642], [-3.60028, 0.67714, -0.50729], [1.28674, -0.40961, -0.13076], [2.08916, 1.78666, -0.60470], [-1.78650, 0.95024, 1.07581], [-2.05788, -0.41238, 0.77694], [-2.82637, 1.87174, 0.24283], [3.49734, 0.34402, 2.10970], [2.12333, -1.63151, 1.25518], [3.48123, 2.60489, 0.75055], [-3.69929, -1.40691, 0.00065], [-2.36704, -0.91874, -1.32800], [0.46343, 0.97166, -1.56238], [-4.41569, 0.74517, -1.28618], [-1.30682, -1.03927, 0.84736]],
  "nbo_charge": [-0.31, 0.09, 0.06, 0.26, -0.25, -0.63, -0.48, -0.44, -0.55, -0.47, 0.89, 0.22, 0.20, 0.21, 0.21, 0.17, 0.19, 0.24, 0.39],
  "relative_energy_kj_mol": 327.1,
  "molar_mass_g_mol": 168.23,
  "gap_ev": [7.4, 7.4]
}